Entry 1:
C5H9NO7 | ωB97M-V/def2-TZVPD

Element x y z (Å)
N 1.089 -3.921 1.029
O 0.098 -3.757 1.743
O 1.201 -4.609 0.023
C -1.226 -1.001 -0.468
C -0.235 -0.102 0.285
C -0.784 0.080 1.742
O -1.550 0.934 2.113
C -0.144 1.353 -0.395
C 1.015 2.196 0.165
O 2.228 1.534 0.159
O 0.225 0.998 -1.721
O -0.464 1.939 -2.651
O 0.969 -0.630 0.346
H -2.221 -0.540 -0.527
H -0.837 -1.210 -1.473
H -1.283 -1.961 0.059
H -0.331 -0.682 2.410
H -1.104 1.894 -0.363
H 1.133 3.078 -0.477
H 0.742 2.496 1.194
H 1.963 0.550 0.257
H -0.483 1.360 -3.450

Frontier orbital gap (alpha / beta): 6.5 / 7.1 eV
2S+1: 1
Calculated total energy: -21143.54841 eV
Energy relative to the best compared isomer or geometry (same formula, charge and spin): 734.6 kJ/mol
Lowest unoccupied orbital energy (alpha / beta): -3.2 / -2.7 eV


Entry 2:
C29H42F6N4O7P | ωB97M-V/def2-TZVPD

Element x y z (Å)
P 3.159 -11.141 -1.144
F 2.312 -10.358 0.011
F 1.826 -11.906 -1.584
F 2.922 -9.909 -2.151
F 4.025 -11.920 -2.288
F 4.557 -10.407 -0.680
F 3.471 -12.320 -0.082
O 1.418 -5.958 -6.659
C 2.469 -6.396 -6.275
O 2.585 -7.665 -5.846
C 3.786 -7.866 -5.076
C 4.498 -6.519 -5.020
C 3.807 -5.664 -6.130
H 4.442 -8.659 -5.420
H 3.409 -8.005 -4.063
H 5.555 -6.528 -5.280
H 4.396 -6.024 -4.061
H 4.360 -5.524 -7.052
H 3.527 -4.691 -5.725
O 5.905 -4.107 -2.458
C 5.289 -4.904 -1.815
O 5.901 -6.047 -1.355
C 5.207 -6.568 -0.200
C 3.833 -5.848 -0.142
C 3.848 -4.967 -1.381
H 5.826 -6.485 0.693
H 5.117 -7.642 -0.368
H 3.759 -5.306 0.797
H 3.068 -6.615 -0.226
H 3.442 -3.974 -1.225
H 3.418 -5.541 -2.204
O 0.764 -17.883 -3.951
C 1.070 -16.779 -3.583
O 1.802 -15.946 -4.332
C 1.926 -14.609 -3.821
C 1.079 -14.590 -2.537
C 0.796 -16.065 -2.259
H 1.432 -13.986 -4.566
H 2.976 -14.377 -3.680
H 0.121 -14.073 -2.558
H 1.656 -14.138 -1.738
H -0.164 -16.211 -1.779
H 1.625 -16.452 -1.652
C 5.282 -15.439 -1.074
O 5.648 -14.214 -0.461
H 5.088 -15.242 -2.133
H 6.113 -16.132 -0.953
H 4.414 -15.890 -0.578
H 4.953 -13.557 -0.581
N 3.002 -11.268 -5.078
C 2.073 -11.098 -6.070
C 2.403 -11.931 -7.120
C 3.528 -12.693 -6.704
C 3.895 -12.216 -5.466
H 3.088 -10.758 -4.216
H 1.306 -10.366 -5.870
H 1.893 -12.041 -8.062
H 4.038 -13.491 -7.217
H 4.766 -12.493 -4.895
N 8.710 -8.731 -4.243
C 7.740 -8.105 -3.506
C 6.832 -9.083 -3.138
C 7.156 -10.249 -3.873
C 8.335 -10.018 -4.537
H 9.479 -8.237 -4.656
H 7.781 -7.067 -3.223
H 5.874 -8.820 -2.713
H 6.592 -11.167 -3.820
H 8.951 -10.644 -5.158
N 4.764 -10.515 2.129
C 5.728 -11.271 2.761
C 5.545 -11.114 4.108
C 4.473 -10.232 4.322
C 4.014 -9.879 3.057
H 4.627 -10.417 1.127
H 6.434 -11.815 2.158
H 6.237 -11.500 4.842
H 4.095 -9.956 5.292
H 3.329 -9.085 2.802
N 0.520 -7.999 -0.991
C 0.867 -7.396 -2.166
C 0.727 -6.034 -2.056
C 0.210 -5.794 -0.743
C 0.117 -7.014 -0.125
H 0.740 -8.931 -0.679
H 1.370 -8.027 -2.885
H 0.902 -5.351 -2.869
H -0.160 -4.873 -0.325
H -0.130 -7.280 0.891

Frontier orbital gap: 8.2 eV
2S+1: 1
Calculated total energy: -76649.60795 eV
Net charge: -1
Lowest unoccupied orbital energy: 2.4 eV


- The highest calculated total energy belongs to which entry?
  C5H9NO7